1.
{"formula": "C3H2ClFO2", "method": "ωB97M-V with the def2-TZVPD basis set", "elements": ["O", "C", "O", "C", "C", "F", "Cl", "H", "H"], "coordinates": [[-0.40, -1.77, 0.96], [0.19, -1.30, 0.05], [0.15, 0.00, -0.32], [-0.93, 0.81, 0.07], [-2.24, 0.55, 0.12], [-3.13, 1.42, 0.47], [-2.88, -0.97, -0.35], [0.98, -2.00, -0.43], [-0.44, 1.74, 0.15]], "nbo_charge": [-0.556, 0.634, -0.497, -0.001, 0.310, -0.282, 0.034, 0.144, 0.215], "smiles": "O=CO/C=C(/F)Cl", "orbital_gap_ev": 10.484}

=====

2.
{"formula": "C5H13NS2", "method": "ωB97M-V with the def2-TZVPD basis set", "elements": ["S", "C", "C", "C", "N", "C", "C", "S", "H", "H", "H", "H", "H", "H", "H", "H", "H", "H", "H", "H", "H"], "coordinates": [[0.08, -0.56, -3.43], [-1.01, -0.89, -1.96], [-0.80, 0.10, -0.81], [-1.01, -0.53, 0.56], [-1.52, 0.32, 1.58], [-0.54, 1.26, 2.16], [0.66, 0.48, 2.71], [2.00, 0.22, 1.55], [-0.33, -1.70, -4.01], [-2.01, -0.97, -2.36], [-0.67, -1.86, -1.63], [-1.55, 0.88, -0.95], [0.17, 0.53, -0.94], [-0.08, -1.02, 0.88], [-1.62, -1.43, 0.48], [-2.34, 0.82, 1.25], [-0.24, 1.97, 1.44], [-1.04, 1.72, 3.01], [0.95, 0.84, 3.67], [0.24, -0.49, 2.99], [3.01, 0.72, 2.27]], "nbo_charge": [-0.071, -0.470, -0.445, -0.231, -0.625, -0.226, -0.561, -0.045, 0.118, 0.212, 0.202, 0.198, 0.220, 0.199, 0.197, 0.358, 0.178, 0.202, 0.236, 0.226, 0.130], "smiles": "SCCCNCCS", "orbital_gap_ev": 9.658}

=====

3.
{"formula": "C70H110N16", "method": "ωB97M-V with the def2-TZVPD basis set", "elements": ["N", "C", "C", "C", "C", "H", "H", "H", "H", "H", "N", "C", "C", "C", "C", "H", "H", "H", "H", "H", "N", "C", "C", "C", "C", "H", "H", "H", "H", "H", "N", "C", "C", "C", "C", "H", "H", "H", "H", "H", "N", "C", "C", "C", "C", "H", "H", "H", "H", "H", "N", "C", "C", "C", "C", "H", "H", "H", "H", "H", "N", "C", "C", "C", "C", "H", "H", "H", "H", "H", "N", "C", "C", "C", "C", "H", "H", "H", "H", "H", "N", "C", "C", "C", "C", "H", "H", "H", "H", "H", "N", "C", "C", "C", "C", "H", "H", "H", "H", "H", "N", "C", "C", "C", "C", "H", "H", "H", "H", "H", "N", "C", "C", "C", "C", "H", "H", "H", "H", "H", "N", "C", "C", "C", "C", "H", "H", "H", "H", "H", "C", "C", "N", "C", "C", "C", "C", "H", "H", "H", "H", "H", "H", "H", "H", "H", "H", "H", "H", "H", "H", "H", "C", "C", "N", "C", "C", "C", "C", "H", "H", "H", "H", "H", "H", "H", "H", "H", "H", "H", "H", "H", "H", "H", "C", "C", "N", "C", "C", "C", "C", "H", "H", "H", "H", "H", "H", "H", "H", "H", "H", "H", "H", "H", "H", "H"], "coordinates": [[5.44, -6.76, 7.16], [4.69, -5.88, 6.44], [5.32, -4.65, 6.72], [6.36, -4.85, 7.68], [6.48, -6.19, 7.81], [5.33, -7.76, 7.13], [3.91, -6.26, 5.80], [5.13, -3.71, 6.22], [7.09, -4.11, 7.96], [7.17, -6.80, 8.37], [5.11, 2.90, 10.38], [5.34, 4.24, 10.49], [4.23, 4.89, 9.86], [3.39, 3.90, 9.27], [3.99, 2.71, 9.62], [5.63, 2.12, 10.77], [6.23, 4.58, 11.00], [4.03, 5.95, 9.89], [2.47, 4.10, 8.74], [3.71, 1.67, 9.49], [1.05, -3.00, -14.21], [2.01, -2.95, -15.10], [3.27, -2.73, -14.46], [2.92, -2.60, -13.13], [1.52, -2.70, -12.93], [0.07, -3.06, -14.43], [1.82, -3.14, -16.15], [4.27, -2.92, -14.81], [3.71, -2.44, -12.42], [0.91, -2.57, -12.05], [-2.97, 4.69, -4.57], [-4.22, 4.63, -5.10], [-4.50, 5.87, -5.61], [-3.57, 6.80, -5.19], [-2.52, 5.99, -4.68], [-2.45, 3.91, -4.20], [-4.89, 3.79, -5.08], [-5.42, 6.19, -6.09], [-3.65, 7.87, -5.28], [-1.61, 6.32, -4.20], [-4.20, 0.05, 12.33], [-4.25, 1.35, 11.83], [-3.48, 1.26, 10.71], [-3.11, -0.07, 10.45], [-3.58, -0.83, 11.49], [-4.79, -0.26, 13.09], [-4.80, 2.16, 12.27], [-3.20, 2.09, 10.07], [-2.49, -0.25, 9.58], [-3.55, -1.90, 11.58], [7.92, 6.06, 5.01], [8.24, 7.38, 4.87], [9.57, 7.40, 4.49], [9.98, 6.08, 4.35], [8.93, 5.24, 4.72], [7.06, 5.60, 5.26], [7.55, 8.21, 4.98], [10.17, 8.29, 4.37], [10.99, 5.80, 4.07], [8.93, 4.16, 4.67], [0.00, 5.95, -10.12], [0.37, 6.88, -11.07], [1.37, 6.19, -11.85], [1.64, 4.95, -11.22], [0.68, 4.79, -10.20], [-0.71, 6.12, -9.43], [-0.08, 7.86, -11.16], [1.85, 6.53, -12.76], [2.42, 4.26, -11.53], [0.36, 3.94, -9.62], [9.72, -3.22, -9.40], [9.46, -3.75, -8.11], [10.38, -4.74, -7.88], [11.34, -4.74, -8.95], [10.83, -3.82, -9.89], [9.23, -2.49, -9.90], [8.64, -3.45, -7.47], [10.51, -5.10, -6.87], [12.08, -5.51, -9.11], [11.28, -3.50, -10.81], [-7.59, -3.92, -4.04], [-7.94, -2.94, -3.16], [-8.32, -1.80, -3.87], [-8.26, -2.21, -5.22], [-7.76, -3.51, -5.34], [-7.25, -4.85, -3.85], [-8.02, -3.18, -2.11], [-8.50, -0.78, -3.58], [-8.44, -1.57, -6.08], [-7.64, -4.18, -6.18], [7.22, -6.69, -1.46], [6.41, -6.08, -0.53], [5.12, -6.42, -0.98], [5.21, -7.36, -2.02], [6.61, -7.43, -2.34], [8.22, -6.61, -1.38], [6.79, -5.53, 0.32], [4.17, -6.01, -0.68], [4.37, -7.76, -2.56], [7.01, -8.04, -3.14], [7.21, 9.12, -5.44], [6.89, 9.44, -4.09], [5.97, 8.49, -3.71], [5.67, 7.76, -4.84], [6.40, 8.15, -5.93], [7.89, 9.63, -5.98], [7.52, 10.16, -3.59], [5.44, 8.43, -2.77], [4.90, 7.00, -4.88], [6.54, 8.09, -7.00], [12.86, 1.67, -1.34], [11.49, 1.78, -1.56], [11.18, 1.21, -2.76], [12.39, 0.68, -3.29], [13.40, 1.05, -2.39], [13.41, 2.03, -0.57], [10.88, 2.37, -0.88], [10.17, 1.12, -3.13], [12.51, 0.15, -4.22], [14.48, 1.01, -2.41], [-4.21, 9.46, 3.57], [-3.32, 8.61, 2.91], [-2.50, 7.92, 3.80], [-2.83, 8.47, 5.05], [-3.92, 9.37, 4.88], [-4.90, 10.03, 3.10], [-3.37, 8.61, 1.83], [-1.70, 7.22, 3.60], [-2.43, 8.33, 6.04], [-4.51, 9.89, 5.62], [-12.39, 2.58, 7.19], [-11.37, 1.96, 8.16], [-10.41, 1.15, 7.42], [-9.30, 1.97, 6.92], [-8.53, 1.28, 5.85], [-9.82, 0.10, 8.37], [-10.59, -1.23, 8.44], [-12.42, 3.65, 7.41], [-13.46, 2.37, 7.26], [-12.10, 2.49, 6.14], [-10.89, 2.61, 8.89], [-12.08, 1.43, 8.80], [-8.61, 2.27, 7.71], [-9.74, 2.87, 6.47], [-7.75, 1.95, 5.48], [-9.19, 1.10, 5.00], [-8.20, 0.27, 6.09], [-8.81, -0.18, 8.06], [-9.59, 0.67, 9.26], [-11.61, -1.16, 8.83], [-10.70, -1.85, 7.55], [-10.24, -1.92, 9.21], [1.82, 1.46, 0.20], [1.76, 0.01, -0.44], [0.45, -0.23, -1.20], [0.46, -1.34, -2.19], [1.49, -1.35, -3.28], [-0.76, -0.38, -0.32], [-0.54, -1.42, 0.87], [1.38, 2.27, -0.38], [2.84, 1.84, 0.27], [1.45, 1.46, 1.22], [2.63, 0.02, -1.10], [2.06, -0.74, 0.29], [0.62, -2.27, -1.64], [-0.51, -1.60, -2.61], [2.51, -1.38, -2.90], [1.33, -2.29, -3.80], [1.28, -0.54, -3.98], [-1.51, -0.76, -1.02], [-1.03, 0.61, 0.05], [0.21, -0.98, 1.52], [-0.17, -2.37, 0.47], [-1.42, -1.44, 1.51], [-9.76, -9.05, -1.76], [-9.24, -9.28, -0.25], [-7.81, -8.84, -0.07], [-7.42, -8.66, 1.30], [-8.47, -7.93, 2.22], [-6.85, -9.61, -0.76], [-5.54, -8.86, -1.06], [-10.78, -9.42, -1.84], [-9.13, -9.60, -2.47], [-9.84, -7.98, -2.00], [-10.14, -9.10, 0.35], [-9.15, -10.34, -0.04], [-7.37, -9.67, 1.71], [-6.51, -8.06, 1.27], [-9.21, -7.35, 1.66], [-8.92, -8.76, 2.76], [-7.94, -7.36, 2.98], [-7.21, -9.95, -1.73], [-6.61, -10.43, -0.09], [-4.79, -9.63, -1.28], [-5.09, -8.21, -0.31], [-5.77, -8.30, -1.97]], "mulliken_charge": [-0.021, -0.438, -0.327, -0.562, -0.294, 0.202, 0.358, 0.363, 0.360, 0.359, -0.004, -0.498, -0.325, -0.484, -0.395, 0.205, 0.373, 0.380, 0.387, 0.364, 0.000, -0.317, -0.519, -0.091, -0.699, 0.209, 0.360, 0.352, 0.357, 0.348, -0.011, -0.495, -0.336, -0.319, -0.518, 0.194, 0.359, 0.367, 0.379, 0.381, -0.043, -0.503, -0.235, -0.353, -0.537, 0.214, 0.360, 0.372, 0.372, 0.353, -0.006, -0.474, -0.309, -0.377, -0.482, 0.204, 0.361, 0.374, 0.369, 0.339, 0.000, -0.503, -0.325, -0.445, -0.381, 0.201, 0.352, 0.370, 0.369, 0.361, -0.025, -0.412, -0.370, -0.467, -0.364, 0.202, 0.368, 0.354, 0.363, 0.351, 0.027, -0.467, -0.441, -0.330, -0.431, 0.182, 0.373, 0.372, 0.370, 0.345, -0.009, -0.505, -0.329, -0.417, -0.408, 0.201, 0.361, 0.379, 0.369, 0.357, -0.033, -0.451, -0.416, -0.449, -0.306, 0.190, 0.359, 0.378, 0.364, 0.365, 0.010, -0.470, -0.335, -0.503, -0.382, 0.203, 0.364, 0.381, 0.377, 0.355, -0.007, -0.416, -0.554, -0.271, -0.425, 0.202, 0.362, 0.376, 0.368, 0.364, -1.215, -0.424, -0.091, -0.483, -1.259, -0.598, -1.298, 0.305, 0.373, 0.334, 0.451, 0.296, 0.348, 0.421, 0.386, 0.305, 0.302, 0.414, 0.414, 0.304, 0.308, 0.406, -1.342, -0.337, -0.023, -0.467, -1.303, -0.631, -0.963, 0.347, 0.437, 0.263, 0.345, 0.339, 0.278, 0.420, 0.341, 0.388, 0.290, 0.387, 0.340, 0.238, 0.266, 0.389, -1.165, -0.702, 0.050, -0.423, -1.209, -0.414, -1.242, 0.392, 0.299, 0.277, 0.478, 0.362, 0.376, 0.246, 0.331, 0.309, 0.362, 0.320, 0.392, 0.338, 0.370, 0.252], "orbital_gap_ev": 8.473}

=====

4.
{"formula": "C4H23N2O6", "method": "ωB97M-V with the def2-TZVPD basis set", "elements": ["C", "C", "C", "C", "N", "N", "H", "H", "H", "H", "H", "H", "H", "H", "H", "H", "H", "H", "H", "O", "H", "H", "O", "H", "H", "O", "H", "H", "O", "H", "H", "O", "H", "H", "O"], "coordinates": [[-1.77, 0.31, 3.04], [-1.92, 1.25, 1.85], [-1.68, 0.57, 0.54], [-0.50, -0.04, 0.36], [-0.25, -0.93, -0.76], [-2.76, 0.37, -0.27], [-2.39, -0.56, 2.83], [-1.91, 0.86, 3.97], [-0.75, -0.07, 3.16], [-1.34, 2.17, 1.92], [-2.93, 1.63, 1.92], [0.32, 0.04, 1.04], [0.24, -0.54, -1.57], [0.33, -1.73, -0.47], [-1.02, -1.43, -1.22], [-2.66, 0.01, -1.19], [-3.60, 0.91, -0.15], [2.23, 2.17, 0.52], [1.24, 3.41, 0.57], [1.34, 2.48, 0.35], [0.44, 1.50, -1.31], [0.34, 2.57, -2.31], [-0.17, 1.81, -2.01], [2.94, -1.75, 1.33], [3.35, -0.79, 0.30], [2.53, -1.11, 0.74], [1.61, -2.39, -3.69], [0.19, -1.83, -3.65], [0.91, -2.14, -3.07], [2.77, 1.82, -2.78], [4.04, 1.18, -2.24], [3.16, 1.48, -1.97], [-0.67, -3.12, 1.86], [-0.72, -4.52, 1.29], [-0.97, -3.61, 1.08]], "nbo_charge": [-0.595, -0.447, 0.272, -0.256, -0.687, -0.785, 0.216, 0.231, 0.200, 0.237, 0.216, 0.250, 0.446, 0.467, 0.426, 0.380, 0.409, 0.492, 0.490, -0.973, 0.486, 0.476, -0.964, 0.481, 0.481, -0.957, 0.495, 0.476, -0.966, 0.477, 0.478, -0.955, 0.473, 0.483, -0.954], "charge": 1, "orbital_gap_ev": 8.944}

=====

Let's list maximum force in order: 2.36; 1.65; 4.65; 1.71 eV Å⁻¹.
Let's list LUMO in order: 0.028; 0.029; 0.020; -0.097 Ha.
Let's list E in order: -825.99731; -1049.39713; -3608.90269; -726.91603 a.u..